This record from the OMol25 dataset describes 4 unconnected molecules or ions with the total composition C3H12NO3 in a non-equilibrium geometry. The level of theory is the ωB97M-V functional and the def2-TZVPD basis.

- Charge: +1
- HOMO-LUMO gap: 9.90 eV
- LUMO: -4.514 eV
- E: -10930.3080 eV

Each line ends with the Mulliken charge.
CARTESIAN COORDINATES (ANGSTROEM)
O: 0.7871 0.3356 2.7614  -0.6124
O: -2.2496 0.3110 -0.2201  -0.6935
O: -0.3823 2.8342 -0.8665  -0.5867
N: -0.1577 -1.3819 -0.5719  0.1264
C: -0.3485 -2.4456 -1.2238  -0.1013
C: 1.7836 -0.0088 -0.4793  -0.7207
C: 1.1850 -1.1014 -0.0614  -0.1064
H: 2.8043 0.0747 -0.1452  0.2692
H: 1.2207 0.4436 3.6092  0.3102
H: -2.4581 1.1901 -0.5166  0.2966
H: -0.8010 3.3857 -0.2126  0.3163
H: -1.3013 -2.6125 -1.7266  0.2636
H: -2.2998 0.3045 0.7451  0.3370
H: 0.3883 3.2920 -1.2141  0.2983
H: -0.8475 -0.6055 -0.4946  0.3133
H: 1.4456 0.7678 -1.1466  0.2623
H: 0.3174 -3.2791 -1.4242  0.3209
H: 1.6788 -1.8898 0.4835  0.3923
H: 0.8287 1.0729 2.1725  0.3145

Cartesian forces, eV/Å:
-0.67 -1.66 0.02
0.36 -0.95 0.43
0.09 -0.87 -0.31
2.05 -0.41 0.21
-1.92 -0.67 -1.06
0.99 -0.10 0.36
-0.65 0.30 -0.83
0.24 0.26 0.03
0.13 0.69 -0.19
-0.02 0.66 -0.22
0.07 0.59 0.23
-0.14 0.39 0.34
-0.23 0.21 -0.10
-0.16 0.32 0.13
-0.59 -0.11 -0.19
-0.57 -0.10 0.09
0.78 0.50 0.66
-0.25 -0.01 0.26
0.50 0.98 0.14

=====

This record from the OMol25 dataset describes 3 unconnected molecules or ions with the total composition C3H12NO3S in a non-equilibrium geometry. The level of theory is the ωB97M-V functional and the def2-TZVPD basis.

- Charge: -1
- HOMO-LUMO gap: 6.16 eV
- LUMO: 3.105 eV
- E: -21772.4496 eV

Each line ends with the Mulliken charge.
CARTESIAN COORDINATES (ANGSTROEM)
S: 1.6630 0.9447 1.1930  -0.3866
O: 2.2475 2.9659 -1.0016  -0.6442
O: -1.6944 -1.4668 -1.7842  -0.8448
O: -2.9691 0.0631 2.3183  -0.7067
N: -0.4795 -0.8865 0.0806  0.0368
C: 0.6800 -0.9974 -0.7436  -0.7239
C: 1.9222 -0.3503 -0.1103  -0.5302
C: -1.7640 -0.6827 -0.7363  -0.2779
H: 2.6072 -0.0831 -0.9320  0.3331
H: 1.5144 2.3587 -1.1054  0.3131
H: 0.4361 -0.5336 -1.6725  0.3630
H: 2.4475 -1.1253 0.4556  0.3737
H: 2.5721 3.0134 -0.0859  0.3364
H: -1.8333 0.4288 -0.9973  0.1751
H: 0.9564 -2.0262 -1.0299  0.2151
H: 0.3918 1.3653 1.0762  0.1422
H: -2.5657 -0.6637 2.8022  0.3034
H: -0.6019 -1.3656 0.9486  0.1268
H: -2.7325 -0.7490 -0.0677  0.1946
H: -2.7977 -0.2097 1.3923  0.2011

Cartesian forces, eV/Å:
0.54 -0.25 0.09
0.87 1.16 -0.63
-1.17 0.05 -0.14
0.08 -0.27 -0.14
-1.73 1.57 0.11
-0.15 -0.31 1.18
0.19 -0.60 0.17
0.61 -0.10 -0.77
-0.16 0.59 0.50
0.04 -0.16 0.73
-0.24 0.50 -0.63
0.02 0.13 0.08
-0.85 -0.72 -0.54
0.44 -0.29 0.14
0.03 0.05 0.10
0.00 -0.49 -0.47
0.00 0.07 0.19
0.47 -0.63 0.02
1.11 -0.63 -0.19
-0.10 0.32 0.19

=====

This record from the OMol25 dataset describes 3 unconnected molecules or ions with the total composition C3H12NO3S in a non-equilibrium geometry. The level of theory is the ωB97M-V functional and the def2-TZVPD basis.

- Charge: -1
- HOMO-LUMO gap: 6.93 eV
- LUMO: 3.363 eV
- E: -21772.2363 eV

Each line ends with the Mulliken charge.
CARTESIAN COORDINATES (ANGSTROEM)
S: 0.6828 -1.8148 2.2423  -0.2856
O: -2.2575 -0.1439 1.9661  -0.6949
O: -0.2518 1.2025 -1.5012  -0.9227
O: 0.4748 3.4339 -2.1142  -0.7782
N: -0.6670 -0.4209 -0.1297  -0.2741
C: 0.4273 -1.3403 -0.5291  -0.7568
C: -0.0772 0.9014 -0.1854  -0.0857
C: 1.4659 -1.5362 0.6097  -0.4561
H: -1.5077 0.3767 1.6019  0.3374
H: 2.0798 -0.6295 0.7266  0.3239
H: 0.0398 2.6225 -1.5629  0.3676
H: -0.0434 -2.4111 -0.7015  0.2956
H: 1.9949 -2.5163 0.4767  0.3294
H: -0.5377 -1.3154 2.2585  0.1422
H: 0.9213 -1.1233 -1.4581  0.3354
H: -0.6695 1.5339 0.5256  0.3096
H: -2.8491 -0.4038 1.2860  0.3214
H: 1.1245 2.9776 -2.5402  0.2394
H: 1.0925 1.0060 -0.1131  0.0778
H: -1.4429 -0.3990 -0.8579  0.1745

Cartesian forces, eV/Å:
1.05 -0.88 0.90
0.51 0.99 2.28
-0.52 1.93 -0.16
-2.83 2.27 2.60
1.27 -2.36 0.29
-2.03 -3.12 0.94
0.39 0.61 -2.73
-1.13 -0.06 -0.15
-1.04 -0.86 -0.29
0.17 -0.76 -0.26
0.42 0.23 -1.65
0.72 1.87 0.33
0.05 1.28 -0.15
-0.49 0.44 -0.75
0.31 0.67 -0.50
0.70 0.32 -0.03
-0.17 -0.12 -1.20
2.70 -1.90 -1.88
-1.88 -0.66 1.47
1.79 0.09 0.94

=====

This record from the OMol25 dataset describes 4 unconnected molecules or ions with the total composition C3H12NO6 in a non-equilibrium geometry. The level of theory is the ωB97M-V functional and the def2-TZVPD basis.

- Charge: -1
- HOMO-LUMO gap: 8.84 eV
- LUMO: 3.400 eV
- E: -17079.7236 eV

Each line ends with the Mulliken charge.
CARTESIAN COORDINATES (ANGSTROEM)
O: -1.4670 13.0989 4.8922  -0.6708
O: 1.4502 14.3972 3.1228  -0.6289
O: 3.3231 13.5156 3.7571  -0.6205
O: 1.7131 17.0144 4.5189  -0.6586
O: 1.4530 12.5482 4.2648  -0.6708
O: -0.0880 10.4183 5.1198  -0.5602
N: 2.0909 13.4854 3.7089  0.8085
C: -1.1810 9.9387 2.9811  -1.1448
C: -1.1716 8.2914 4.9379  -1.4245
C: -0.4249 9.3750 4.1986  0.6864
H: 1.5255 16.8038 3.5983  0.3377
H: -0.6298 13.4853 4.5961  0.3537
H: 0.3163 11.1307 4.5954  0.2749
H: -0.6961 8.0598 5.8860  0.3448
H: 1.9408 16.1503 4.8775  0.3258
H: -1.2209 7.4230 4.2782  0.3531
H: -2.2555 9.7601 3.0961  0.2784
H: -1.0382 11.0175 2.9574  0.3876
H: -1.1967 12.3434 5.4282  0.3396
H: 0.5356 8.9956 3.8154  0.2275
H: -0.8469 9.4823 2.0517  0.3131
H: -2.1977 8.6312 5.1066  0.3481

Cartesian forces, eV/Å:
-0.13 0.19 0.12
0.10 -0.38 0.29
-0.05 -0.08 0.02
0.02 0.24 0.09
0.22 0.24 -0.13
-0.54 -0.31 -0.13
-0.33 0.24 -0.16
-0.37 -0.20 0.59
-0.27 0.28 -0.53
0.89 0.76 -0.26
0.01 -0.19 0.01
0.05 -0.16 -0.10
0.27 0.02 0.25
0.07 -0.15 0.01
-0.01 -0.05 -0.09
-0.01 -0.21 0.23
0.03 0.07 -0.11
0.07 0.03 -0.24
0.03 -0.04 -0.14
-0.12 -0.27 0.14
0.01 0.03 -0.08
0.06 -0.06 0.20

=====

This record from the OMol25 dataset describes a gas-phase ion, C3H12NOSi (charge +1) in a non-equilibrium geometry. The level of theory is the ωB97M-V functional and the def2-TZVPD basis.

- Charge: +1
- HOMO-LUMO gap: 11.21 eV
- LUMO: -3.480 eV
- E: -14714.4094 eV

Each line ends with the Mulliken charge.
CARTESIAN COORDINATES (ANGSTROEM)
Si: -0.0396 -1.7304 -0.2647  0.3453
O: -0.1473 -1.9896 -1.8533  -0.4899
N: -0.3689 0.6289 -1.7723  -0.2181
C: 0.0069 0.7639 2.0958  -1.0641
C: -0.4307 0.1757 -0.3036  -0.5126
C: 0.4186 1.0084 0.6929  -0.4120
H: 0.6556 1.1713 2.9585  0.3392
H: 0.3250 -2.7042 -2.2259  0.3227
H: 1.3856 -2.0271 0.2362  -0.0288
H: -0.2313 -0.2556 2.0174  0.2273
H: 0.4769 2.1654 0.5200  0.3560
H: 1.4891 0.8811 0.5376  0.4039
H: -0.6413 -0.1969 -2.3198  0.3894
H: -0.9842 1.2209 2.3448  0.3062
H: -1.2155 -2.2529 0.5001  -0.0363
H: -1.4313 0.1726 -0.0498  0.3780
H: -0.9412 1.4457 -1.9595  0.3495
H: 0.6168 0.8810 -1.9002  0.3441

Cartesian forces, eV/Å:
0.52 0.72 1.88
-0.67 0.52 -0.73
0.73 0.00 1.60
-0.98 1.74 1.68
2.28 -0.13 -0.03
1.06 3.83 -1.78
-0.51 -1.32 -1.70
0.63 -1.26 -0.90
-1.15 0.13 -0.20
0.13 -1.93 1.61
-1.05 -1.67 -0.22
0.18 -1.04 0.05
0.31 0.26 -0.44
0.61 -0.13 -0.57
0.64 -0.20 -0.13
-2.27 0.51 0.62
-0.16 0.10 -0.06
-0.29 -0.14 -0.67

=====

This record from the OMol25 dataset describes 2 unconnected molecules or ions with the total composition C3H12NS in a non-equilibrium geometry. The level of theory is the ωB97M-V functional and the def2-TZVPD basis.

- Charge: +1
- HOMO-LUMO gap: 8.65 eV
- LUMO: -3.707 eV
- E: -15623.6536 eV

Each line ends with the Mulliken charge.
CARTESIAN COORDINATES (ANGSTROEM)
S: -1.0901 1.2379 -3.1987  -0.1288
N: 0.2507 -0.5986 0.8420  -0.2236
C: 0.4379 1.1818 -2.2396  -0.4887
C: -0.1822 -1.7706 1.7077  -0.8393
C: -0.0996 0.7691 1.3395  -0.8549
H: -1.1645 -1.5406 2.1059  0.3425
H: 0.5609 0.3547 -1.5439  -0.0976
H: 1.3207 1.0957 -2.8724  0.3705
H: 0.5833 2.0632 -1.6141  0.2264
H: -1.1613 0.9145 1.1669  0.3761
H: -0.1945 -0.7057 -0.0671  0.3701
H: -0.2541 -2.6073 1.0166  0.3795
H: -1.4641 -0.0076 -2.9258  0.1022
H: 1.2519 -0.7062 0.6896  0.3886
H: 0.1583 0.8409 2.3905  0.3885
H: 0.5619 -1.9776 2.4668  0.3548
H: 0.4848 1.4565 0.7361  0.3336

Cartesian forces, eV/Å:
0.01 0.10 0.32
-0.22 -0.64 0.48
1.08 0.13 0.29
-0.19 0.23 -0.86
0.34 -0.21 -0.17
0.04 -0.04 0.20
-0.49 -0.34 -0.18
-0.12 0.14 -0.20
-0.28 0.25 -0.29
-0.02 0.08 0.13
0.07 -0.04 -0.11
-0.02 -0.20 0.25
-0.13 -0.25 -0.10
0.09 0.27 -0.08
-0.01 0.05 0.02
-0.04 0.21 0.15
-0.12 0.26 0.16

=====

This record from the OMol25 dataset describes 4 unconnected molecules or ions with the total composition C3H12O2S in a non-equilibrium geometry. The level of theory is the ωB97M-V functional and the def2-TZVPD basis.

- Charge: -1
- Expectation value of S²: 0.75
- HOMO-LUMO gap (spin up / spin down): 6.93 / 5.28 eV
- Multiplicity: 2
- LUMO (spin up / spin down): 3.282 / 1.628 eV
- E: -18234.6405 eV

Each line ends with the Mulliken spin population.
CARTESIAN COORDINATES (ANGSTROEM)
S: -1.0337 1.8345 -1.4198  0.9706
O: 0.0796 -2.6623 -0.5976  0.0004
O: 0.8428 -1.6471 1.5398  -0.0002
C: 1.2580 1.3077 -0.0426  0.0404
C: -1.9364 -0.6187 0.0925  0.0440
C: 0.4503 2.4861 -0.6266  -0.0639
H: 2.2892 1.6345 0.1435  -0.0059
H: 0.8569 0.8939 0.8794  0.0001
H: -2.2839 -1.3203 0.8408  0.0090
H: 1.0509 2.9843 -1.3984  0.0498
H: -0.8604 -0.5542 0.1061  -0.0211
H: 1.3184 -1.9632 2.3073  0.0000
H: 1.2512 0.4918 -0.7593  0.0017
H: -2.2273 -0.8289 -0.9369  -0.0068
H: 0.4926 -2.2782 0.3215  -0.0006
H: -2.3667 0.3633 0.3314  -0.0090
H: 0.2762 3.3591 0.0142  -0.0084
H: 0.5424 -3.4824 -0.7952  -0.0001

Cartesian forces, eV/Å:
0.12 0.75 -0.11
0.21 -0.02 -0.02
-0.02 0.57 0.00
0.13 0.65 0.11
-0.42 0.95 -0.21
0.35 0.09 -0.28
-0.13 -0.15 0.00
-0.11 0.00 0.04
0.06 -0.36 -0.18
-0.04 -0.47 -0.46
0.22 -0.18 0.28
0.09 -0.27 -0.04
0.18 -0.09 -0.04
-0.17 -0.46 0.19
-0.17 -0.49 -0.14
0.04 -0.08 0.13
-0.39 -0.62 0.55
0.05 0.17 0.17

=====

This record from the OMol25 dataset describes 3 unconnected molecules or ions with the total composition C3H12O2S in a non-equilibrium geometry. The level of theory is the ωB97M-V functional and the def2-TZVPD basis.

- HOMO-LUMO gap: 8.85 eV
- LUMO: 0.406 eV
- E: -18235.1929 eV

Each line ends with the Mulliken charge.
CARTESIAN COORDINATES (ANGSTROEM)
S: -2.1535 -0.6612 -0.5567  -0.1221
O: 1.7402 -0.4701 2.2947  -0.6129
O: 2.0272 -1.0546 -0.5725  -0.6814
C: -1.1152 -0.0537 0.7980  -0.4030
C: -0.3210 1.2717 0.4918  -1.2445
C: -1.4664 0.0481 -2.0449  -0.6724
H: 1.7387 -0.5022 1.3217  0.3296
H: -0.5201 -0.8959 1.2091  0.3353
H: 0.5464 1.3329 -0.1511  0.3558
H: -1.7305 -0.4884 -2.9531  0.3170
H: -1.7224 0.2953 1.6599  0.3334
H: -0.0242 1.5981 1.4996  0.3473
H: -0.3576 -0.0830 -1.9747  0.0863
H: 2.6081 -0.1724 2.4929  0.2939
H: 2.5334 -1.9671 -0.6051  0.3250
H: -1.0813 2.0015 0.1475  0.4111
H: 1.0749 -1.2817 -0.8914  0.3374
H: -1.7768 1.0826 -2.1657  0.2641

Cartesian forces, eV/Å:
-0.99 -0.71 0.24
-1.04 -0.32 -0.58
-0.91 -3.13 -0.90
1.06 0.89 0.34
-1.31 0.02 1.24
1.59 0.08 0.04
-0.01 -0.14 0.17
-0.04 0.67 -0.45
0.06 -0.60 -0.28
-0.46 -0.31 0.28
-0.25 -0.62 -0.77
0.24 0.13 -0.43
-0.78 0.67 -0.27
1.18 0.41 0.47
-1.67 2.72 0.08
0.50 -0.27 0.03
2.47 0.40 0.83
0.35 0.10 -0.03

=====

This record from the OMol25 dataset describes a molecular structure, C3H12O2S in a non-equilibrium geometry. The level of theory is the ωB97M-V functional and the def2-TZVPD basis.

- HOMO-LUMO gap: 8.91 eV
- LUMO: -0.101 eV
- E: -18233.7544 eV

Each line ends with the Mulliken charge.
CARTESIAN COORDINATES (ANGSTROEM)
S: 0.7772 0.5272 -1.3591  -0.2132
O: -2.2174 -0.5518 1.3291  -0.6206
O: -2.3157 0.5318 -1.5030  -0.6239
C: 0.6454 -1.6197 -0.5447  -0.9464
C: 1.6819 0.9994 -0.0129  -0.2986
C: 1.0143 0.4911 1.2765  -1.0615
H: 1.0783 -0.5375 1.3171  0.3838
H: 0.5347 -1.8080 -1.6021  0.3915
H: -0.2757 -1.6107 0.0464  0.2746
H: -2.7305 0.9066 -2.3089  0.2834
H: 1.4910 0.8471 2.1805  0.3863
H: 1.6693 -1.6883 -0.1834  0.3918
H: -2.0284 0.3391 1.0065  0.3202
H: -2.4862 -0.9737 0.5068  0.3069
H: 2.7213 0.6451 0.0582  0.2880
H: -0.0351 0.8167 1.2722  0.1104
H: -1.3009 0.6342 -1.6165  0.2417
H: 1.7767 2.0515 0.1373  0.3854

Cartesian forces, eV/Å:
-0.62 -3.22 -0.99
0.15 0.09 -0.21
1.32 0.38 -0.88
-0.26 3.44 -2.64
1.57 0.16 3.82
-0.36 2.35 -0.02
-0.19 -1.94 0.27
-0.10 -1.29 0.13
0.75 -0.22 0.08
0.49 -0.35 0.76
0.22 0.44 0.16
-0.51 -0.37 0.20
-0.13 -0.02 0.13
-0.24 -0.10 -0.06
-0.13 -0.14 -0.73
0.36 -0.27 0.21
-2.17 0.00 0.30
-0.15 1.06 -0.54

=====

This record from the OMol25 dataset describes 3 unconnected molecules or ions with the total composition C3H12O2S2 in a non-equilibrium geometry. The level of theory is the ωB97M-V functional and the def2-TZVPD basis.

- HOMO-LUMO gap: 8.34 eV
- LUMO: -0.220 eV
- E: -29069.0885 eV

Each line ends with the Mulliken charge.
CARTESIAN COORDINATES (ANGSTROEM)
S: -0.0129 3.1303 1.9128  -0.1888
S: -1.7086 1.7626 1.3797  -0.0874
O: 3.1284 2.3531 -5.3614  -0.6396
O: -1.7342 -4.0921 2.7118  -0.6574
C: 0.8948 -1.1393 0.1197  -1.3008
C: -0.4795 -0.7870 0.7684  -0.0598
C: -0.8824 0.6762 0.1242  -0.8556
H: 2.8648 2.8870 -4.6040  0.3197
H: -1.1269 -1.6399 0.5019  0.2177
H: -0.3511 -0.5612 1.8759  0.2867
H: -1.5570 0.4978 -0.7769  0.3360
H: -0.0894 1.2046 -0.2889  0.4511
H: -2.4690 -3.5314 2.1232  0.3273
H: -1.5831 -3.2762 3.2924  0.3248
H: -0.8633 4.0115 2.4548  0.1483
H: 1.5248 -1.9040 0.5933  0.3094
H: 1.6056 -0.3600 -0.2013  0.3431
H: 0.5097 -1.4680 -0.7459  0.4054
H: 2.3293 2.2361 -5.8800  0.3197

Cartesian forces, eV/Å:
-1.25 -1.26 -0.45
1.28 0.58 -0.33
0.08 0.04 0.13
-2.96 4.70 -1.21
0.90 0.78 2.10
2.07 2.90 0.68
-2.71 -2.77 0.63
0.00 -0.05 -0.09
-0.20 0.82 0.55
-0.58 -0.77 -1.27
0.35 0.42 1.34
1.80 0.75 -0.34
2.63 -2.77 1.77
0.33 -1.91 -0.57
0.00 0.06 -0.07
-0.64 -0.02 0.06
-0.59 0.37 0.75
-0.43 -1.89 -3.65
-0.09 0.01 -0.03